(1)
Below is an isolated molecule of C6H10OS2, with properties calculated with ωB97M-V/def2-TZVPD.

Geometry (Å):
C 1.23 1.02 0.64
C 0.05 0.95 0.02
C 2.13 -0.07 1.17
C -1.64 -0.89 -0.01
C -0.67 2.06 -0.56
C -1.81 -2.26 -0.55
O -0.49 -0.36 -0.32
S 3.05 -0.96 -0.14
S -2.85 0.06 0.71
H 1.69 2.05 0.67
H 1.44 -0.87 1.55
H -0.78 1.87 -1.67
H -0.41 3.03 -0.45
H -1.66 2.02 -0.17
H -2.03 -2.92 0.28
H -0.98 -2.81 -1.20
H -2.76 -2.25 -1.16
H 3.65 0.02 -0.68
H 2.81 0.31 1.87

For the calculated total energy, the calculation gives -30097.1335 eV. As for the HOMO energy (alpha / beta): -5.80 / -8.94 eV. As for the expectation value of S²: 2.0056. As for the multiplicity: 3. Its charge is 0. The energy relative to the best compared isomer or geometry (same formula, charge and spin) is 87.7 kJ/mol.


(2)
Below is an isolated molecule of C6H10OSi, with properties calculated with ωB97M-V/def2-TZVPD.

Geometry (Å):
C 1.24 2.24 -0.32
Si 1.04 0.40 -0.01
C 1.90 -0.66 -1.32
C -0.72 -0.16 0.30
C -0.99 -1.09 1.28
C -2.34 -1.39 1.18
C -2.83 -0.63 0.14
O -1.86 0.19 -0.35
H 0.60 2.57 -1.13
H 2.30 2.42 -0.51
H 0.94 2.73 0.59
H 1.67 0.16 1.27
H 2.28 -0.05 -2.14
H 2.67 -1.27 -0.83
H 1.15 -1.32 -1.77
H -0.28 -1.42 2.00
H -2.87 -2.08 1.78
H -3.89 -0.64 -0.15

For the calculated total energy, the calculation gives -16308.6629 eV. As for the HOMO energy: -8.55 eV. As for the structure (SMILES): C[SiH](C)c1ccco1. Its charge is 0. The energy relative to the best compared isomer or geometry (same formula, charge and spin) is 61.6 kJ/mol.


(3)
Below is C6H10S as an isolated structure, with properties calculated with ωB97M-V/def2-TZVPD.

Geometry (Å):
C 2.15 -0.09 -0.13
C 1.25 1.14 -0.40
C 0.06 0.88 0.53
C -1.35 1.15 0.01
C -0.06 -0.62 0.62
C 1.18 -1.31 -0.05
H 2.52 0.07 0.87
H 2.99 -0.25 -0.81
H 0.96 1.26 -1.46
H 1.68 2.10 -0.08
H 0.27 1.29 1.52
H -1.97 1.51 0.82
H -1.46 1.77 -0.88
H -0.28 -1.06 1.58
H 1.67 -2.13 0.48
H 0.97 -1.64 -1.06
S -1.67 -0.61 -0.28

For the calculated total energy, the calculation gives -17218.8220 eV. As for the HOMO energy: -8.42 eV. Its charge is 0. The energy relative to the best compared isomer or geometry (same formula, charge and spin) is 77.3 kJ/mol.


(4)
Below is an isolated molecule of C6H10S2, with properties calculated with ωB97M-V/def2-TZVPD.

Geometry (Å):
C 0.60 1.90 0.39
C -0.07 0.65 -0.11
C -1.57 0.73 0.05
C 0.56 -0.47 -0.54
C 2.05 -0.57 -0.81
S -0.33 -1.97 -0.87
C -1.25 -2.29 0.58
S -2.35 -3.47 0.56
H 0.22 2.74 -0.27
H 1.66 1.92 0.43
H 0.19 2.07 1.40
H -1.81 0.76 1.13
H -2.07 -0.18 -0.36
H -1.99 1.64 -0.34
H 2.12 -1.10 -1.79
H 2.54 -1.17 -0.01
H 2.58 0.40 -0.89
H -1.08 -1.61 1.44

For the calculated total energy, the calculation gives -28053.5364 eV. As for the HOMO energy: -8.62 eV. As for the structure (SMILES): CC(C)=C(C)SC=S. Its charge is 0. The energy relative to the best compared isomer or geometry (same formula, charge and spin) is 77.5 kJ/mol.


(5)
Below is an isolated molecule of C6H10Si, with properties calculated with ωB97M-V/def2-TZVPD.

Geometry (Å):
C -0.10 -1.80 0.30
C -0.55 -0.57 -0.51
C -1.85 0.02 -0.07
C -1.82 1.37 -0.11
C -0.48 1.78 -0.12
C 0.44 0.65 -0.42
Si 2.17 0.43 0.00
H -0.75 -2.77 0.18
H -0.31 -1.53 1.34
H 0.98 -1.99 0.20
H -0.49 -0.82 -1.61
H -2.69 -0.62 0.18
H -2.58 2.00 0.34
H -0.05 2.72 0.01
H 2.50 0.02 1.46
H 2.90 1.83 -0.32
H 2.68 -0.71 -0.86

For the calculated total energy, the calculation gives -14258.9421 eV. As for the HOMO energy: -8.28 eV. As for the structure (SMILES): C[C@H]1C=CC=C1[SiH3]. Its charge is 0. The energy relative to the best compared isomer or geometry (same formula, charge and spin) is 66.9 kJ/mol.


(6)
Below is an isolated molecule of C6H11BBrNO2, with properties calculated with ωB97M-V/def2-TZVPD.

Geometry (Å):
C -2.10 0.01 0.33
N -1.57 -1.26 -0.17
C -0.86 -1.99 0.87
C -0.83 -1.15 -1.38
O -0.84 -2.04 -2.19
C 0.02 0.09 -1.57
B 1.22 0.23 -0.58
C 1.74 1.66 -0.15
C 2.29 1.63 1.25
O 3.16 0.97 1.67
Br 1.33 2.85 2.46
H -1.32 0.68 0.73
H -2.78 -0.21 1.16
H -2.66 0.52 -0.44
H -1.57 -2.32 1.63
H -0.38 -2.87 0.44
H -0.09 -1.39 1.36
H -0.59 1.00 -1.58
H 0.48 0.01 -2.57
H 1.79 -0.74 -0.20
H 0.97 2.41 -0.26
H 2.59 1.91 -0.81

For the calculated total energy, the calculation gives -82703.7504 eV. As for the HOMO energy: -9.39 eV. As for the structure (SMILES): CN(C)C(=O)CBCC(=O)Br. Its charge is 0.